# 1
Computed, not measured: C33H47N8O4PS4Ta as an isolated structure, with ωB97M-V/def2-TZVPD.

Calculated values
HOMO energy   -15.18 eV
Total charge   +3
Kohn-Sham gap   6.23 eV
Relative energy (zero: lowest compared OMol25 entry of this formula, charge and spin)   2.6174 eV
Maximum force   1.9 eV/Å
Multiplicity   1
E   -109255.36693 eV

Element x y z (Å)
Ta: 0.5211 -0.7272 -0.3038
C: 1.9055 -3.8437 -0.7934
C: 2.0490 -3.4640 0.6615
N: 2.1546 -1.9750 0.8126
C: 3.5944 -1.5515 0.6838
C: 4.0367 -1.4845 -0.7641
S: 2.7239 -0.7183 -1.7713
C: 2.4763 -1.9538 -3.0945
C: 1.2141 -2.7825 -2.8809
N: 0.9371 -2.9264 -1.4340
H: 2.8461 -3.7812 -1.3312
H: 1.5825 -4.8838 -0.8756
H: 1.1688 -3.7998 1.1922
H: 2.9027 -3.9457 1.1387
H: 1.9200 -1.7855 1.7904
H: 3.6639 -0.5629 1.1210
H: 4.2154 -2.2392 1.2589
H: 4.9109 -0.8386 -0.8424
H: 4.3087 -2.4410 -1.2000
H: 2.4238 -1.4073 -4.0333
H: 3.3912 -2.5439 -3.1158
H: 0.3691 -2.2817 -3.3359
H: 1.3003 -3.7599 -3.3616
H: 0.0014 -3.3179 -1.3718
N: -2.0209 6.6872 2.8009
C: -1.7791 5.4647 2.3224
C: -2.2965 4.3200 2.9838
C: -2.0573 3.0712 2.4961
C: -1.3019 2.9178 1.3178
C: -0.7652 4.0386 0.6600
C: -1.0051 5.2897 1.1470
S: -0.9788 1.3710 0.7679
O: -1.9053 0.4147 1.3052
O: -0.7679 1.2095 -0.6853
N: 0.5719 0.6800 1.1658
C: 1.4996 1.4566 1.9023
N: 1.0195 2.3669 2.7302
C: 1.9172 3.0971 3.3876
C: 3.2803 2.9047 3.2380
C: 3.6640 1.8914 2.3817
N: 2.7745 1.1589 1.7076
H: -2.5839 6.8275 3.6229
H: -1.6800 7.5109 2.3353
H: -2.8974 4.4492 3.8739
H: -2.4630 2.2049 2.9989
H: -0.1736 3.9013 -0.2362
H: -0.6157 6.1595 0.6351
H: 1.5272 3.8480 4.0644
H: 4.0026 3.4981 3.7775
H: 4.7094 1.6536 2.2243
S: 2.1984 2.3264 -1.2416
C: 1.5985 3.3417 -2.4284
N: 2.3324 4.2601 -3.0403
C: 1.7448 5.0286 -4.1322
C: 0.2280 4.8412 -4.0267
S: -0.0422 3.3526 -3.0071
H: 3.3177 4.3158 -2.8260
H: 2.1308 4.6656 -5.0863
H: 2.0165 6.0775 -4.0267
H: -0.2206 4.6810 -5.0032
H: -0.2575 5.6912 -3.5533
C: 0.4148 -1.2474 3.7966
C: 0.0241 -2.5609 3.1237
P: -0.9016 -2.4547 1.5157
C: -1.1204 -4.2225 0.9768
C: -0.7937 -5.3124 1.9959
C: -2.5580 -1.9976 2.2030
C: -3.3170 -3.1454 2.8634
H: 0.7748 -1.4610 4.8022
H: -0.4282 -0.5621 3.8834
H: 1.2113 -0.7065 3.2825
H: -0.6879 -3.0843 3.7660
H: 0.8781 -3.2366 3.0661
H: -0.5711 -4.4151 0.0549
H: -2.1666 -4.2746 0.6843
H: 0.2674 -5.3735 2.2440
H: -1.0823 -6.2760 1.5768
H: -1.3457 -5.1880 2.9242
H: -3.1590 -1.5550 1.4183
H: -2.3525 -1.2152 2.9313
H: -3.6415 -3.9007 2.1505
H: -4.2171 -2.7292 3.3156
H: -2.7643 -3.6336 3.6654
O: -2.8348 -2.4559 -0.7012
C: -2.4003 -1.7085 -1.5371
N: -1.0545 -1.2699 -1.5656
C: -0.8838 -0.4243 -2.6280
O: 0.2519 0.0456 -2.7811
C: -2.1272 -0.3244 -3.3934
C: -2.4408 0.3569 -4.5545
C: -3.7420 0.2143 -5.0293
C: -4.6729 -0.5821 -4.3657
C: -4.3476 -1.2701 -3.1976
C: -3.0597 -1.1187 -2.7280
H: -1.7094 0.9643 -5.0695
H: -4.0408 0.7262 -5.9337
H: -5.6714 -0.6688 -4.7724
H: -5.0693 -1.8920 -2.6866

# 2
Computed, not measured: a 2-piece molecular cluster, C4H10O2 overall, with ωB97M-V/def2-TZVPD.

Calculated values
HOMO energy (spin up / spin down)   -13.85 / -13.85 eV
Total charge   +1
Kohn-Sham gap (spin up / spin down)   9.42 / 5.54 eV
Relative energy (zero: lowest compared OMol25 entry of this formula, charge and spin)   2.4236 eV
Maximum force   7.1 eV/Å
Multiplicity   2
<S²>   0.754
E   -8394.48825 eV

Element x y z (Å)
C: 2.5914 -0.1054 1.6699
C: 1.5512 0.4980 0.7184
C: 0.9176 -0.2922 -0.1752
O: 1.5241 -1.5196 -0.5500
C: -0.2467 0.3252 -0.9951
H: 2.5309 0.5297 2.5891
H: 3.5886 0.1837 1.4357
H: 2.6699 -1.2883 1.6079
H: 1.1206 1.3743 0.9992
H: 1.2308 -1.8813 -1.3626
H: 0.2560 1.2419 -1.2853
H: -1.2689 0.3976 -0.4076
H: -0.6187 0.0427 -1.9546
H: -5.6846 -0.5056 -0.7270
H: -4.6000 0.5355 -0.7545
O: -5.5623 0.4639 -0.8084

# 3
Computed, not measured: C22H15Cl5N5W as an isolated structure, with ωB97M-V/def2-TZVPD.

Calculated values
HOMO energy   -17.66 eV
Total charge   +3
Kohn-Sham gap   6.27 eV
Maximum force   0.1 eV/Å
Multiplicity   1
E   -94920.86551 eV

Element x y z (Å)
W: -0.0147 0.1376 -0.3662
C: 1.4853 -0.9978 2.1240
N: 0.2280 -0.2268 1.9141
C: -0.9801 -0.8777 2.4723
C: -1.5779 -1.6709 1.3612
N: -1.2509 -1.4053 0.0628
C: -2.0359 -2.2994 -0.7294
C: -2.1074 -2.5087 -2.0977
C: -2.9920 -3.4796 -2.5332
C: -3.7778 -4.2239 -1.6430
C: -3.6999 -4.0298 -0.2771
C: -2.8116 -3.0541 0.1443
N: -2.4760 -2.6187 1.4377
C: 2.4454 -0.4993 1.0960
N: 1.9905 0.0817 -0.0433
C: 3.1344 0.4667 -0.7829
C: 3.2658 1.1917 -1.9590
C: 4.5560 1.4296 -2.3956
C: 5.6751 0.9775 -1.6810
C: 5.5490 0.2872 -0.4899
C: 4.2515 0.0551 -0.0626
N: 3.7571 -0.5456 1.1074
H: 1.8720 -0.8693 3.1365
H: 1.2843 -2.0614 1.9707
H: 0.3349 0.6880 2.3523
H: -0.7573 -1.4949 3.3449
H: -1.6825 -0.1023 2.7888
H: -1.5020 -1.9593 -2.8029
H: -3.0796 -3.6742 -3.5934
H: -4.4564 -4.9701 -2.0327
H: -4.2979 -4.6062 0.4159
H: -2.8789 -2.9788 2.2961
H: 2.4109 1.5768 -2.4980
H: 4.7118 1.9922 -3.3059
H: 6.6645 1.1924 -2.0609
H: 6.4132 -0.0356 0.0746
H: 4.3271 -0.9337 1.8502
Cl: 2.3014 -1.7638 -3.5157
C: 0.9274 -0.7570 -3.4565
C: 0.3969 -0.2789 -2.2589
C: -0.7416 0.4817 -2.1845
Cl: -0.5630 2.2232 0.2128
C: -1.4983 0.8706 -3.2835
Cl: -2.9131 1.7993 -3.1298
C: -0.9856 0.4521 -4.5049
Cl: -1.7639 0.8847 -5.9301
C: 0.2224 -0.3739 -4.5889
Cl: 0.7483 -0.8702 -6.1088

# 4
Computed, not measured: C5H10O2 as an isolated structure, with ωB97M-V/def2-TZVPD.

Calculated values
HOMO energy   -6.90 eV
Total charge   0
Kohn-Sham gap   7.93 eV
Relative energy (zero: lowest compared OMol25 entry of this formula, charge and spin)   7.3571 eV
Maximum force   0.5 eV/Å
Multiplicity   1
E   -9435.68594 eV

Element x y z (Å)
C: -2.4406 -0.1001 0.6664
C: -0.9439 -0.4387 -0.6532
O: -1.1645 0.9409 0.0570
C: 0.5105 -0.7128 -0.4735
C: 1.5866 0.3298 -0.8812
C: 2.0739 0.1869 0.5580
O: 0.8846 -0.5362 0.9350
H: -2.8163 0.7257 1.2994
H: -3.1732 -0.3468 -0.0923
H: -2.1660 -0.9573 1.2700
H: -1.1705 -0.2358 -1.7079
H: -0.5272 0.8538 0.7980
H: 0.7544 -1.7262 -0.8217
H: 2.2748 0.0440 -1.6795
H: 1.1499 1.3099 -1.0957
H: 2.1984 1.1011 1.1504
H: 2.9689 -0.4382 0.6707

# 5
Computed, not measured: a 2-piece molecular cluster, C5H9N4O overall, with ωB97M-V/def2-TZVPD.

Calculated values
HOMO energy   -11.91 eV
Total charge   +1
Kohn-Sham gap   8.96 eV
Relative energy (zero: lowest compared OMol25 entry of this formula, charge and spin)   4.5538 eV
Maximum force   5.4 eV/Å
Multiplicity   1
E   -13328.23858 eV

Element x y z (Å)
C: -3.0739 0.5386 0.5449
C: -3.4806 -0.7130 0.1383
C: -1.7043 0.6037 0.2599
C: 3.1114 -0.6009 0.2062
C: 2.2760 1.6544 -0.3466
N: -2.4528 -1.2983 -0.5074
N: -1.3340 -0.5334 -0.3056
N: 2.2428 0.1622 -0.1490
N: 3.8976 -1.4388 0.4193
O: -0.2094 -0.8332 -0.7500
H: -3.8408 1.2202 0.9812
H: -4.4444 -1.2425 0.2187
H: -0.9353 1.2246 0.7380
H: 3.3034 1.8194 -0.4627
H: 1.6399 1.7624 -1.1914
H: 1.7266 2.0980 0.4801
H: 1.2026 -0.2773 -0.1950
H: 4.5300 -1.9909 1.0287
H: -2.4551 -2.1549 -1.1077

# 6
Computed, not measured: a 2-piece molecular cluster, C3H6IN2 overall, with ωB97M-V/def2-TZVPD.

Calculated values
HOMO energy   -13.73 eV
Total charge   +1
Kohn-Sham gap   10.63 eV
Relative energy (zero: lowest compared OMol25 entry of this formula, charge and spin)   0.0000 eV
Maximum force   4.0 eV/Å
Multiplicity   1
E   -14282.11313 eV

Element x y z (Å)
C: 0.4663 -0.7584 -0.3147
C: 1.2712 1.2415 -0.0898
C: -0.1220 1.3582 -0.0428
N: 1.5848 -0.0877 -0.2592
N: -0.5453 0.0604 -0.2062
I: -4.0254 -0.2010 -0.0406
H: 0.4964 -1.8091 -0.3205
H: 1.8429 2.1303 0.0099
H: -5.0184 0.6053 -0.8413
H: -0.8764 2.0687 0.0563
H: 2.4405 -0.5081 -0.5280
H: -1.5501 -0.2532 -0.0409

- What is the maximum force in the fifth record?
  5.4 eV/Å